38
Properties=species:S:1:pos:R:3:forces:R:3 method="wB97M-V/def2-TZVPD" e_above_lowest_ev=6.5158 homo_lumo_gap_ha=0.3130 energy_ev=-25975.22966
N -0.293556 -1.677093 0.753496 2.1 -1.6 0.5
C -0.206518 -0.735935 -0.381582 -1.8 0.2 1.0
C -1.091089 0.471489 -0.004362 1.2 3.7 -0.7
C -2.628106 0.365105 0.074968 1.0 -2.0 1.1
C -3.306000 -0.514745 0.958597 -2.0 -1.9 -1.1
C -4.651236 -1.053502 0.784006 0.1 0.7 -3.2
C -5.385895 -0.392641 -0.306443 2.6 2.7 1.1
O -6.692074 -0.543878 -0.458414 -2.6 -4.8 1.3
C -4.734274 0.808710 -1.075743 -0.4 -4.0 2.3
C -3.374118 0.978268 -0.909177 -1.2 2.1 -1.5
C 1.270364 -0.636511 -0.720640 0.5 -2.2 -3.1
O 1.722245 -1.584770 -1.427202 -0.9 1.7 1.2
N 2.103732 0.347078 -0.382013 2.2 0.4 -0.5
C 1.891958 1.273289 0.724429 -0.1 -0.1 0.2
C 3.335762 1.964314 0.923980 -0.8 -6.2 -0.4
C 4.222072 1.595022 -0.334832 1.0 -1.2 2.0
C 3.565048 0.168369 -0.864771 -0.9 2.3 0.2
C 4.132532 -1.201262 -0.377685 -1.0 0.0 1.1
O 5.041810 -1.840678 -0.835787 -1.1 1.0 0.6
O 3.415750 -1.649756 0.833752 2.2 0.9 -2.5
H 0.568256 -1.457901 1.458532 -2.6 -1.2 -2.3
H -0.210293 -2.654904 0.286276 0.5 2.0 1.7
H -0.737038 -1.149819 -1.255566 0.7 -0.3 0.3
H -0.921952 1.295563 -0.872891 -0.2 -1.6 2.0
H -0.660428 0.937740 0.936642 -0.7 -0.5 -0.9
H -2.953590 -1.138412 1.740755 1.9 0.3 0.6
H -4.983470 -2.192793 1.158009 0.8 3.6 -0.6
H -7.024837 -1.534047 0.046211 1.6 4.5 -2.2
H -5.126716 1.432346 -1.858300 -1.2 -0.4 0.0
H -3.031158 1.813311 -1.631030 0.4 -1.6 1.4
H 1.370870 0.624423 1.514833 1.7 1.1 0.0
H 1.082372 1.935512 0.517139 -0.2 1.0 -0.7
H 3.653986 1.244785 1.737939 0.6 0.8 -0.8
H 3.490074 2.865798 1.359448 -0.3 3.1 0.7
H 4.286958 2.271411 -1.179353 -0.8 0.3 0.0
H 5.333070 1.669608 0.064444 -2.1 -1.1 -0.9
H 3.556968 0.325376 -1.992279 0.1 -1.2 1.5
H 3.968526 -2.428872 0.994619 -0.3 -0.3 0.5